# 1
Entry from the OMol25 dataset: C12H5NO5V as an isolated structure in a non-equilibrium geometry (ωB97M-V/def2-TZVPD).

Summary:
- ΔE to the lowest compared entry with this formula, charge and spin: 63.60 kcal per mole
- DFT total energy: -49919.33927 eV
- Molar mass: 294.12 g mol⁻¹
- 2S+1: 4
- LUMO level (spin up / spin down): -9.98 / -10.52 eV
- Total charge: +2
- HOMO-LUMO gap (spin up / spin down): 6.22 / 6.01 eV

Cartesian coordinates (Å):
O  -0.013  -0.001  -8.283
C  -0.017  -0.002  -7.149
V  -0.017  -0.003  -2.149
O  1.868  -2.429  -2.785
C  1.153  -1.503  -2.821
C  -1.191  1.505  -2.820
O  -1.892  2.419  -2.780
C  -1.518  -1.186  -2.819
O  -2.417  -1.903  -2.782
C  1.476  1.173  -2.819
O  2.395  1.904  -2.783
N  -0.011  -0.002  -0.437
C  -0.004  0.001  0.719
C  0.005  0.002  2.033
C  -0.147  -1.207  2.701
C  -0.133  -1.177  4.081
C  0.025  0.003  4.794
C  0.174  1.182  4.077
C  0.168  1.211  2.698
H  -0.267  -2.103  2.116
H  -0.252  -2.108  4.600
H  0.033  0.003  5.904
H  0.299  2.113  4.595
H  0.282  2.106  2.111

=====

# 2
Entry from the OMol25 dataset: C19H22IrN6O5Te as an isolated structure (ωB97M-V/def2-TZVPD).

Summary:
- DFT total energy: -49353.64733 eV
- Molar mass: 734.24 g mol⁻¹
- 2S+1: 6
- LUMO level (spin up / spin down): -5.71 / -8.95 eV
- Total charge: +2
- HOMO-LUMO gap (spin up / spin down): 7.91 / 5.33 eV

Cartesian coordinates (Å):
Ir  -0.260  0.086  -0.044
O  5.988  0.068  0.087
C  4.667  0.001  -0.005
C  3.972  0.053  -1.224
C  2.602  -0.026  -1.185
N  1.936  -0.159  -0.042
C  2.583  -0.227  1.121
C  3.950  -0.151  1.193
C  1.650  -0.467  2.296
O  2.078  -0.608  3.407
O  0.385  -0.544  1.928
C  1.687  -0.075  -2.388
O  2.120  -0.185  -3.503
O  0.407  -0.059  -2.059
H  6.416  0.177  -0.772
H  4.473  0.142  -2.181
H  4.465  -0.213  2.142
C  -5.386  2.298  0.157
N  -4.496  1.146  0.335
C  -5.114  -0.171  0.486
C  -3.169  1.257  0.237
N  -2.350  0.231  0.244
N  -2.691  2.551  0.118
C  -1.397  3.020  0.205
N  -1.294  4.350  0.307
N  -0.369  2.228  0.176
H  -6.411  1.954  0.238
H  -5.267  2.746  -0.831
H  -5.237  3.045  0.940
H  -6.111  -0.038  0.894
H  -4.565  -0.784  1.199
H  -5.193  -0.690  -0.471
H  -2.834  -0.644  0.370
H  -3.398  3.265  0.062
H  -2.095  4.955  0.361
H  -0.389  4.788  0.357
H  0.519  2.708  0.254
C  0.102  -5.129  -0.244
Te  0.133  -2.980  -0.201
C  -0.079  -3.123  -2.308
C  -0.085  -4.580  -2.678
C  -0.157  -4.959  -4.016
C  -0.100  -6.300  -4.352
C  0.035  -7.265  -3.359
C  0.108  -6.894  -2.029
C  0.039  -5.546  -1.685
H  -0.781  -5.412  0.338
H  0.976  -5.505  0.291
H  0.749  -2.578  -2.770
H  -0.986  -2.581  -2.586
H  -0.249  -4.205  -4.787
H  -0.149  -6.596  -5.390
H  0.086  -8.311  -3.628
H  0.212  -7.647  -1.259

=====

# 3
Entry from the OMol25 dataset: a 5-piece molecular cluster, C36H58BN6O8 overall in a non-equilibrium geometry (ωB97M-V/def2-TZVPD).

Summary:
- ΔE to the lowest compared entry with this formula, charge and spin: 0.00 kcal per mole
- DFT total energy: -64269.44059 eV
- Molar mass: 713.71 g mol⁻¹
- 2S+1: 1
- LUMO level: -1.90 eV
- Total charge: +1
- HOMO-LUMO gap: 8.94 eV

Cartesian coordinates (Å):
C  -1.422  0.574  -0.252
C  -1.203  -0.047  1.135
C  -1.490  -1.548  1.231
C  -0.800  -2.275  0.144
N  -1.306  -3.200  -0.676
C  -2.684  -3.679  -0.703
C  -3.048  -4.602  0.466
C  -4.422  -4.272  1.038
C  -4.645  -4.931  2.381
O  -5.870  -4.462  2.926
C  -0.293  -3.604  -1.528
O  -0.511  -4.532  -2.479
C  0.035  -5.817  -2.341
O  0.155  -6.462  -3.330
C  0.361  -6.266  -0.963
C  -0.608  -6.927  -0.219
C  -0.305  -7.383  1.055
C  0.964  -7.184  1.577
C  1.936  -6.542  0.821
C  1.640  -6.083  -0.452
C  0.833  -2.905  -1.234
C  2.163  -2.961  -1.830
C  3.300  -2.863  -1.024
C  4.563  -2.933  -1.586
C  4.703  -3.090  -2.961
C  3.576  -3.185  -3.766
C  2.308  -3.119  -3.206
N  0.496  -2.088  -0.160
B  1.423  -1.146  0.599
C  2.155  0.013  -0.131
O  1.551  -1.437  1.921
H  -1.552  -0.140  -1.063
H  -2.264  1.256  -0.219
H  -0.572  1.189  -0.526
H  -0.234  0.147  1.532
H  -1.883  0.452  1.817
H  -2.561  -1.736  1.210
H  -1.128  -1.967  2.171
H  -2.851  -4.135  -1.672
H  -3.324  -2.800  -0.663
H  -2.285  -4.532  1.239
H  -3.071  -5.625  0.098
H  -4.500  -3.196  1.199
H  -5.206  -4.584  0.353
H  -3.831  -4.671  3.060
H  -4.673  -6.016  2.273
H  -6.382  -5.202  3.257
H  -1.586  -7.102  -0.642
H  -1.048  -7.899  1.642
H  1.210  -7.540  2.564
H  2.928  -6.411  1.225
H  2.410  -5.605  -1.039
H  3.201  -2.760  0.049
H  5.444  -2.878  -0.965
H  5.686  -3.152  -3.400
H  3.676  -3.301  -4.834
H  1.437  -3.193  -3.841
H  1.785  0.948  0.295
H  3.229  -0.020  0.030
H  1.941  0.054  -1.195
H  1.498  -0.653  2.500
C  2.392  2.041  4.267
C  1.011  2.169  3.682
O  0.394  1.205  3.218
N  0.447  3.388  3.666
C  1.006  4.641  4.141
H  2.693  0.995  4.234
H  3.098  2.639  3.690
H  2.395  2.366  5.307
H  -0.477  3.409  3.255
H  0.375  5.067  4.921
H  1.077  5.357  3.323
H  2.000  4.483  4.544
C  5.534  2.630  -0.082
C  4.674  2.283  1.110
O  4.032  3.129  1.712
N  4.648  0.979  1.504
C  5.358  -0.149  0.933
H  5.448  3.697  -0.258
H  6.579  2.384  0.107
H  5.204  2.094  -0.973
H  4.070  0.812  2.312
H  4.658  -0.921  0.604
H  6.031  -0.594  1.667
H  5.947  0.171  0.080
C  -5.240  4.406  1.165
C  -3.770  4.392  0.812
O  -2.960  3.761  1.482
N  -3.383  5.104  -0.268
C  -4.193  5.901  -1.164
H  -5.382  3.793  2.050
H  -5.581  5.420  1.378
H  -5.842  4.002  0.351
H  -2.394  5.065  -0.470
H  -4.097  5.523  -2.180
H  -3.849  6.936  -1.158
H  -5.239  5.886  -0.874
C  -1.018  8.170  -2.848
C  -1.451  6.863  -3.470
O  -1.671  5.868  -2.791
N  -1.594  6.827  -4.816
C  -1.382  7.899  -5.771
H  -0.953  8.029  -1.774
H  -0.043  8.477  -3.224
H  -1.738  8.961  -3.060
H  -1.884  5.929  -5.168
H  -2.299  8.111  -6.322
H  -0.606  7.627  -6.488
H  -1.073  8.804  -5.259

=====

# 4
Entry from the OMol25 dataset: C39H45FN5O3S2V as an isolated structure (ωB97M-V/def2-TZVPD).

Summary:
- ΔE to the lowest compared entry with this formula, charge and spin: 2.26 kcal per mole
- DFT total energy: -104830.72311 eV
- Molar mass: 765.90 g mol⁻¹
- 2S+1: 3
- LUMO level (spin up / spin down): -5.14 / -5.14 eV
- Total charge: +2
- HOMO-LUMO gap (spin up / spin down): 7.01 / 7.38 eV

Cartesian coordinates (Å):
V  -0.552  -0.464  0.201
F  -0.895  0.357  7.044
C  0.119  -0.206  6.353
C  0.020  -0.278  4.998
C  1.069  -0.801  4.234
C  0.959  -0.846  2.783
O  -0.092  -0.414  2.238
C  2.085  -1.373  2.095
C  3.167  -1.797  2.813
N  3.257  -1.784  4.152
C  4.481  -2.226  4.794
C  4.462  -3.493  5.602
C  5.164  -3.451  4.279
C  2.212  -1.259  4.899
C  2.285  -1.193  6.294
C  1.252  -0.664  7.054
N  1.336  -0.603  8.448
C  0.154  -0.517  9.300
C  0.545  -0.801  10.744
N  1.528  -1.939  10.797
C  2.825  -1.628  10.057
C  2.596  -0.437  9.138
C  2.213  -1.500  0.592
O  3.260  -1.889  0.135
O  1.165  -1.186  -0.125
H  -0.865  0.097  4.502
H  4.022  -2.174  2.269
H  5.102  -1.408  5.137
H  3.526  -4.034  5.640
H  5.057  -3.528  6.504
H  4.703  -3.984  3.460
H  6.244  -3.439  4.261
H  3.162  -1.595  6.778
H  -0.583  -1.252  8.970
H  -0.336  0.458  9.280
H  -0.329  -1.074  11.331
H  1.029  0.046  11.225
H  1.096  -2.771  10.392
H  1.732  -2.168  11.770
H  3.074  -2.516  9.481
H  3.603  -1.447  10.796
H  3.422  -0.375  8.437
H  2.613  0.500  9.703
S  -1.092  -0.148  -2.162
C  -2.194  1.107  -2.165
N  -2.721  1.609  -3.266
C  -3.752  2.644  -3.198
C  -4.651  2.341  -2.035
N  -3.830  2.260  -0.819
C  -4.438  2.849  0.390
C  -4.514  4.351  0.273
C  -5.747  4.988  0.222
C  -5.817  6.370  0.094
C  -4.652  7.117  0.009
C  -3.416  6.483  0.059
C  -3.346  5.106  0.194
C  -2.639  1.718  -0.854
S  -1.593  1.708  0.489
C  -2.354  1.162  -4.623
C  -3.487  0.390  -5.251
C  -4.127  0.874  -6.384
C  -5.180  0.165  -6.950
C  -5.600  -1.025  -6.378
C  -4.963  -1.513  -5.242
C  -3.909  -0.810  -4.681
H  -4.316  2.613  -4.129
H  -3.291  3.630  -3.093
H  -5.179  1.395  -2.182
H  -5.375  3.140  -1.891
H  -3.850  2.533  1.247
H  -5.438  2.422  0.472
H  -6.659  4.405  0.291
H  -6.781  6.859  0.059
H  -4.705  8.192  -0.093
H  -2.507  7.067  0.001
H  -2.379  4.617  0.246
H  -1.448  0.567  -4.553
H  -2.133  2.060  -5.203
H  -3.795  1.801  -6.838
H  -5.668  0.544  -7.838
H  -6.418  -1.579  -6.819
H  -5.282  -2.449  -4.803
H  -3.399  -1.202  -3.808
C  -1.059  -3.520  -1.375
C  -1.400  -3.416  0.109
C  -2.476  -4.439  0.480
C  -1.847  -2.008  0.517
H  -0.817  -4.548  -1.645
H  -0.200  -2.900  -1.638
H  -1.912  -3.209  -1.986
H  -0.494  -3.660  0.676
H  -3.396  -4.239  -0.076
H  -2.713  -4.399  1.544
H  -2.151  -5.453  0.239
H  -2.084  -1.983  1.587
H  -2.767  -1.737  -0.028

=====

# 5
Entry from the OMol25 dataset: one molecule with the formula C19H16F2N2O6 in a non-equilibrium geometry (ωB97M-V/def2-TZVPD).

Summary:
- ΔE to the lowest compared entry with this formula, charge and spin: 2.00 kcal per mole
- DFT total energy: -40660.70112 eV
- Molar mass: 406.34 g mol⁻¹
- 2S+1: 1
- LUMO level: -0.80 eV
- SMILES: COC(=O)c1ccc(CNC(=O)/C=C/c2cc([N+](=O)[O-])ccc2OC(F)F)cc1
- HOMO-LUMO gap: 8.68 eV

Cartesian coordinates (Å):
C  -5.641  -3.081  0.956
O  -4.793  -1.948  0.853
C  -5.096  -1.079  -0.122
O  -6.031  -1.226  -0.871
C  -4.159  0.070  -0.172
C  -4.384  1.066  -1.118
C  -3.525  2.144  -1.212
C  -2.434  2.247  -0.358
C  -1.459  3.391  -0.469
N  -0.102  2.893  -0.539
C  0.788  3.061  0.466
O  0.603  3.806  1.406
C  2.026  2.243  0.342
C  1.993  0.957  -0.012
C  3.131  0.049  -0.046
C  4.448  0.491  -0.051
C  5.494  -0.418  -0.091
N  6.855  0.069  -0.093
O  7.742  -0.755  -0.096
O  7.019  1.268  -0.092
C  5.258  -1.785  -0.141
C  3.955  -2.245  -0.144
C  2.901  -1.342  -0.091
O  1.579  -1.732  -0.090
C  1.252  -3.017  0.184
F  1.452  -3.829  -0.882
F  -0.060  -3.046  0.439
C  -2.219  1.254  0.594
C  -3.069  0.171  0.689
H  -6.675  -2.769  1.114
H  -5.591  -3.677  0.042
H  -5.279  -3.655  1.806
H  -5.235  0.972  -1.776
H  -3.701  2.911  -1.952
H  -1.680  4.001  -1.350
H  -1.505  4.025  0.423
H  0.107  2.243  -1.280
H  2.926  2.725  0.694
H  1.049  0.492  -0.263
H  4.676  1.546  -0.032
H  6.092  -2.469  -0.185
H  3.773  -3.306  -0.212
H  1.792  -3.456  1.045
H  -1.377  1.340  1.266
H  -2.895  -0.601  1.422

=====

# 6
Entry from the OMol25 dataset: a 2-piece molecular cluster, C2H9N2O overall in a non-equilibrium geometry (ωB97M-V/def2-TZVPD).

Summary:
- ΔE to the lowest compared entry with this formula, charge and spin: 48.44 kcal per mole
- DFT total energy: -7240.25526 eV
- Molar mass: 77.11 g mol⁻¹
- 2S+1: 1
- LUMO level: -3.26 eV
- Total charge: +1
- HOMO-LUMO gap: 9.67 eV

Cartesian coordinates (Å):
C  -0.901  0.744  0.640
C  -0.392  0.712  -0.606
N  -1.057  0.637  -1.834
N  0.027  0.216  1.646
H  -1.888  0.847  0.894
H  0.740  0.641  -0.708
H  -0.573  0.917  -2.640
H  -2.054  0.734  -1.782
H  0.640  -0.537  1.132
H  -0.381  -0.153  2.520
H  0.814  0.822  2.010
H  2.452  -1.920  -0.395
H  1.034  -2.185  -0.627
O  1.540  -1.475  -0.249

=====

# 7
Entry from the OMol25 dataset: an isolated ion of composition C4H8NS and charge +1 in a non-equilibrium geometry (ωB97M-V/def2-TZVPD).

Summary:
- ΔE to the lowest compared entry with this formula, charge and spin: 72.46 kcal per mole
- DFT total energy: -16592.26444 eV
- Molar mass: 102.18 g mol⁻¹
- 2S+1: 1
- LUMO level: -4.82 eV
- SMILES: C[C@@H](S)[N+]1=CC1
- Total charge: +1
- HOMO-LUMO gap: 9.00 eV

Cartesian coordinates (Å):
C  0.860  1.411  0.092
C  0.573  0.142  -0.652
S  1.841  -1.171  -0.074
N  -0.640  -0.437  -0.134
C  -1.643  -1.093  -0.415
C  -1.402  -1.030  1.013
H  -0.051  1.828  0.462
H  1.478  1.071  0.867
H  1.330  1.978  -0.632
H  0.598  0.099  -1.695
H  2.327  -1.100  -1.327
H  -2.295  -1.462  -1.314
H  -2.115  -0.502  1.660
H  -0.934  -2.090  1.348

=====

# 8
Entry from the OMol25 dataset: C32H32IInN5OSSi as an isolated structure (ωB97M-V/def2-TZVPD).

Summary:
- ΔE to the lowest compared entry with this formula, charge and spin: 0.00 kcal per mole
- DFT total energy: -75186.96863 eV
- Molar mass: 804.52 g mol⁻¹
- 2S+1: 1
- LUMO level: -2.63 eV
- Total charge: +1
- HOMO-LUMO gap: 7.69 eV

Cartesian coordinates (Å):
In  -0.125  -0.308  -0.138
N  1.028  -1.357  1.884
C  1.456  -0.380  2.826
C  2.751  -0.452  3.323
C  3.235  0.507  4.194
C  2.413  1.556  4.576
C  1.120  1.618  4.088
C  0.604  0.660  3.210
C  -0.810  0.829  2.751
C  -1.733  1.253  3.712
C  -3.023  1.627  3.371
C  -3.413  1.597  2.042
C  -2.520  1.125  1.088
C  -1.227  0.706  1.413
H  1.732  -2.075  1.753
H  0.143  -1.797  2.115
H  3.384  -1.275  3.014
H  4.246  0.433  4.571
H  2.772  2.322  5.249
H  0.490  2.450  4.374
H  -1.428  1.297  4.750
H  -3.709  1.956  4.141
H  -4.405  1.921  1.752
H  -2.856  1.069  0.059
N  -2.442  1.151  -3.811
C  -2.115  2.450  -3.445
C  -2.343  3.679  -4.054
C  -1.865  4.789  -3.387
C  -1.190  4.683  -2.158
C  -0.968  3.462  -1.560
C  -1.443  2.332  -2.225
N  -1.366  0.989  -1.880
C  -1.971  0.338  -2.834
C  -2.076  -1.114  -2.759
C  -2.514  -2.003  -3.689
S  -2.367  -3.589  -3.079
C  -1.739  -2.968  -1.621
N  -1.636  -1.673  -1.579
H  -2.944  0.870  -4.635
H  -2.862  3.767  -4.998
H  -2.017  5.768  -3.820
H  -0.840  5.585  -1.675
H  -0.461  3.373  -0.608
H  -2.892  -1.817  -4.680
H  -1.447  -3.608  -0.802
N  -2.612  -3.731  2.642
C  -2.502  -2.778  1.717
O  -1.431  -2.541  1.151
C  -3.699  -1.929  1.372
I  -5.603  -2.532  2.098
H  -1.796  -4.267  2.890
H  -3.489  -3.924  3.098
H  -3.771  -1.862  0.289
H  -3.512  -0.930  1.764
C  1.944  1.066  -2.734
Si  1.790  -0.575  -1.842
C  1.443  -1.928  -3.088
C  3.366  -0.946  -0.905
C  4.069  -2.140  -1.088
C  5.261  -2.380  -0.416
C  5.781  -1.417  0.437
C  5.101  -0.222  0.626
C  3.899  0.002  -0.028
H  2.820  1.060  -3.386
H  2.054  1.897  -2.035
H  1.062  1.262  -3.347
H  2.279  -2.023  -3.784
H  0.553  -1.685  -3.673
H  1.286  -2.898  -2.614
H  3.692  -2.892  -1.771
H  5.793  -3.309  -0.573
H  6.718  -1.595  0.948
H  5.502  0.531  1.292
H  3.377  0.939  0.142

=====

> DFT total energy of number 1 (C12H5NO5V)?

-49919.33927 eV

=====

> Which of these has the lowest DFT total energy?

C39H45FN5O3S2V